Entry 1:
Molecular formula: C28H40BiBrN3O9P2S
Method: DFT, ωB97M-V with the def2-TZVPD basis set

```
85
Properties=species:S:1:pos:R:3:mulliken_charge:R:1
Bi -0.483 2.224 2.162 1.3370
C 0.841 -3.285 2.010 -1.5257
C 1.329 -2.019 1.349 0.5885
C 1.749 -2.206 -0.088 -1.0192
O 0.316 -0.924 1.427 -0.3807
P -1.211 -0.884 1.207 0.1536
O -1.644 0.576 1.413 -0.5448
C -1.735 -1.411 -0.417 -0.2284
P -1.028 -0.383 -1.766 -0.8084
O -0.154 0.639 -1.169 0.1242
O -0.296 -1.346 -2.742 -0.2547
C -0.792 -2.217 -3.820 0.5644
C -1.113 -1.391 -5.045 -1.3447
C -1.944 -3.076 -3.348 -1.2299
O -2.281 0.153 -2.548 0.0579
C -2.904 1.435 -2.196 1.7387
C -4.378 1.294 -2.496 -1.5446
C -2.231 2.540 -2.978 -1.3290
O -1.820 -1.835 2.267 -0.1042
C -3.210 -2.116 2.676 0.4259
C -3.715 -3.301 1.884 -1.2136
C -4.098 -0.897 2.573 -1.2065
H 1.670 -3.991 2.039 0.5361
H 0.023 -3.743 1.449 0.2716
H 0.507 -3.106 3.030 0.3528
H 2.150 -1.600 1.930 0.1998
H 0.961 -2.680 -0.678 0.2344
H 2.625 -2.855 -0.112 0.5187
H 1.999 -1.257 -0.559 0.1368
H -2.822 -1.312 -0.465 0.6548
H -1.468 -2.464 -0.520 0.4834
H 0.073 -2.845 -4.026 0.3827
H -1.973 -0.746 -4.873 0.2094
H -1.344 -2.063 -5.872 0.4869
H -0.262 -0.774 -5.330 0.3462
H -2.812 -2.464 -3.092 0.1811
H -1.666 -3.690 -2.490 0.2820
H -2.239 -3.747 -4.154 0.5219
H -2.747 1.593 -1.127 -0.6787
H -4.532 1.089 -3.555 0.3407
H -4.894 2.222 -2.246 0.4158
H -4.825 0.483 -1.920 0.3491
H -2.366 2.385 -4.049 0.3316
H -1.163 2.570 -2.761 0.2552
H -2.670 3.501 -2.704 0.3276
H -3.097 -2.398 3.722 0.3670
H -3.896 -3.037 0.841 0.1893
H -4.655 -3.649 2.312 0.4761
H -3.002 -4.124 1.921 0.3460
H -4.226 -0.576 1.537 0.2142
H -3.701 -0.063 3.150 0.2668
H -5.079 -1.151 2.974 0.5280
Br -4.113 6.782 -1.358 -0.0973
C -3.055 5.524 -0.450 -0.1134
C -3.657 4.401 0.101 -0.4007
C -2.874 3.463 0.756 -0.5302
C -1.499 3.659 0.862 0.2309
C -0.906 4.792 0.315 -0.4722
C -1.686 5.731 -0.343 -0.5256
H -4.727 4.265 0.019 0.4835
H -3.354 2.589 1.183 0.3017
H 0.162 4.962 0.389 0.4548
H -1.237 6.617 -0.769 0.4534
O 7.027 -0.160 4.837 -0.6625
S 7.689 -1.114 3.972 1.1798
O 9.128 -1.091 3.983 -0.6507
O 7.069 -2.429 3.932 -0.6639
C 7.205 -0.572 2.307 -0.0042
N 7.876 -1.007 1.233 -0.4518
C 7.328 -0.799 0.051 -0.3951
C 6.091 -0.176 -0.119 -0.6199
C 5.493 0.251 1.053 0.2621
N 6.047 0.069 2.242 -0.2797
C 4.155 0.882 1.140 1.3131
C 3.360 1.177 0.037 -1.0347
C 2.102 1.702 0.214 -0.1545
N 1.625 1.971 1.444 -0.2425
C 2.401 1.710 2.530 -0.3928
C 3.649 1.167 2.417 -0.9440
H 7.881 -1.163 -0.809 0.4261
H 5.656 -0.052 -1.100 0.3769
H 3.705 0.987 -0.970 0.3438
H 1.444 1.904 -0.616 0.8091
H 1.984 1.931 3.505 0.5034
H 4.264 0.949 3.282 0.7137
```

Properties
* frontier orbital gap: 0.1617 hartree
* HOMO: -9.02 eV
* ΔE to the lowest compared entry with this formula, charge and spin: 38.1 kcal/mol
* total charge: +1
* maximum force: 0.53 eV Å⁻¹



Entry 2:
Molecular formula: C28H40BiN5S
Method: DFT, ωB97M-V with the def2-TZVPD basis set

```
75
Properties=species:S:1:pos:R:3:mulliken_charge:R:1
Bi -2.532 -1.287 0.801 1.8905
C 2.529 3.740 1.956 -1.9344
C 3.208 2.872 0.905 0.9535
C 4.367 2.104 1.252 0.7353
C 4.757 1.997 2.671 -2.0481
C 5.131 1.572 0.236 1.0884
C 6.225 0.636 0.494 -2.1395
C 4.790 1.821 -1.095 1.3454
C 5.870 1.691 -2.112 -1.8380
C 3.636 2.515 -1.470 -0.0057
C 3.395 2.747 -2.902 -1.8374
C 2.744 2.907 -0.381 1.0779
C 1.384 3.375 -0.734 -1.3966
H 3.205 4.352 2.535 0.4209
H 1.998 3.098 2.640 0.2875
H 1.775 4.400 1.511 0.3283
H 5.410 2.852 2.917 0.3319
H 5.307 1.088 2.854 0.4432
H 3.900 2.013 3.349 0.3533
H 7.174 1.184 0.662 0.3099
H 6.330 -0.006 -0.394 0.4411
H 6.023 -0.018 1.348 0.4754
H 5.640 0.747 -2.703 0.3439
H 6.912 1.576 -1.806 0.4036
H 5.734 2.462 -2.826 0.3200
H 4.178 3.324 -3.369 0.4883
H 2.463 3.364 -2.972 0.3568
H 3.278 1.816 -3.445 0.3124
H 1.310 4.430 -0.602 0.4770
H 0.605 2.931 -0.077 0.2547
H 1.055 3.165 -1.785 -0.3079
C -0.514 -3.914 1.533 -0.7457
C -1.677 -3.909 2.520 -0.8421
N -3.021 -3.617 1.984 -0.3836
C -3.726 -4.508 0.955 -0.5742
C -4.002 -3.885 -0.388 -0.8024
N -2.911 -3.107 -0.964 -0.2271
C -1.694 -3.877 -1.369 -0.7157
C -0.330 -3.306 -0.830 -0.7726
N -0.429 -2.791 0.567 -0.3783
H 0.344 -3.866 2.112 0.5097
H -0.527 -4.813 1.019 0.3814
H -1.610 -4.898 3.037 0.3673
H -1.529 -3.144 3.295 0.4313
H -3.682 -3.483 2.772 0.3160
H -3.206 -5.456 0.863 0.3343
H -4.727 -4.797 1.373 0.4393
H -4.324 -4.735 -1.023 0.3778
H -4.938 -3.298 -0.295 0.3918
H -3.219 -2.508 -1.778 0.3914
H -1.790 -4.896 -1.066 0.3473
H -1.715 -3.945 -2.500 0.4719
H 0.469 -4.048 -0.969 0.4003
H -0.051 -2.484 -1.559 0.2760
H 0.330 -2.200 0.782 0.3514
S -6.561 1.167 -0.376 -0.1154
C -7.051 0.071 0.886 -0.4590
C -5.955 -0.500 1.438 -0.5591
C -4.684 -0.227 0.797 -0.6289
C -4.830 0.699 -0.221 0.1071
C -3.754 1.236 -1.039 0.7922
C -3.823 2.440 -1.969 -0.6273
C -2.715 2.883 -2.668 -0.7247
C -1.604 2.002 -2.627 -0.4524
C -1.536 0.844 -1.862 -0.1850
N -2.587 0.459 -1.065 0.0019
H -8.064 -0.073 1.141 0.5137
H -6.009 -1.108 2.286 0.4663
H -4.735 3.002 -1.968 0.4003
H -2.766 3.707 -3.369 0.4891
H -0.644 2.250 -3.098 0.4534
H -0.748 0.098 -2.040 0.3276
N -0.337 1.129 2.634 -0.1047
C -0.629 0.006 2.316 -0.2750
H -0.287 1.936 3.268 0.3026
```

Properties
* frontier orbital gap: 0.1781 hartree
* HOMO: -11.65 eV
* ΔE to the lowest compared entry with this formula, charge and spin: 93.2 kcal/mol
* total charge: +2
* maximum force: 5.29 eV Å⁻¹



Entry 3:
Molecular formula: C28H40BrCoN4O8S3Si
Method: DFT, ωB97M-V with the def2-TZVPD basis set

```
86
Properties=species:S:1:pos:R:3:mulliken_charge:R:1
Co -1.400 0.029 0.930 0.9498
O -2.697 0.732 -0.747 -0.7263
S -3.295 1.738 0.140 1.7653
O -3.628 2.977 -0.509 -0.7316
O -2.318 1.913 1.247 -0.7223
C -4.836 1.045 0.727 -0.6744
C -5.940 1.882 0.740 -0.4630
C -7.192 1.378 1.058 -0.5938
C -7.342 0.030 1.349 -0.5724
C -6.231 -0.801 1.367 -0.5562
C -4.977 -0.301 1.050 -0.1514
S -3.578 -1.326 1.526 1.9919
O -4.142 -2.538 2.031 -0.7198
O -2.648 -1.567 0.394 -0.8048
O -2.896 -0.394 2.438 -0.6923
H -5.792 2.926 0.502 0.5091
H -8.051 2.035 1.071 0.3909
H -8.315 -0.372 1.594 0.4003
H -6.303 -1.843 1.642 0.5554
N -0.167 -7.609 -0.194 -0.5323
C -0.247 -6.458 0.557 1.0864
C -1.085 -5.407 0.165 -1.2445
C -1.163 -4.249 0.910 -0.2866
C -0.379 -4.108 2.045 -0.2614
C 0.477 -5.131 2.435 -0.5229
C 0.544 -6.295 1.700 -0.7475
S -0.537 -2.754 3.189 1.4784
O 0.611 -2.846 4.052 -0.6955
O -1.834 -2.785 3.781 -0.5330
N -0.327 -1.341 2.268 0.0167
C -0.254 -0.255 3.061 0.6159
N -0.076 0.923 2.388 0.5055
C -0.028 2.035 3.100 -0.1721
C -0.102 2.033 4.482 -0.7771
C -0.262 0.786 5.089 -0.5071
N -0.325 -0.324 4.400 -0.5377
H -0.918 -7.793 -0.836 0.2240
H 0.237 -8.417 0.245 0.2150
H -1.690 -5.518 -0.726 0.3159
H -1.840 -3.462 0.620 0.7661
H 1.071 -4.993 3.327 0.5510
H 1.201 -7.096 2.013 0.2876
H 0.097 2.949 2.533 0.4564
H -0.042 2.942 5.059 0.4554
H -0.333 0.680 6.166 0.4632
C 1.895 3.879 -3.187 -1.9220
C 1.189 3.091 -2.070 2.9651
C -0.275 2.850 -2.469 -2.0864
C 1.170 3.975 -0.816 -2.0323
Si 2.118 1.409 -1.769 -1.1743
Br 0.237 -0.186 -0.698 -0.3992
C 3.485 1.396 -0.384 2.7643
C 4.601 2.404 -0.705 -1.6553
C 4.106 -0.003 -0.270 -2.1309
C 2.890 1.746 0.988 -1.8118
C 2.514 0.376 -3.373 2.3681
C 2.708 -1.120 -3.074 -1.7578
C 1.340 0.468 -4.360 -1.9801
C 3.791 0.911 -4.039 -1.6643
H 1.460 4.877 -3.257 0.5339
H 1.777 3.397 -4.156 0.3219
H 2.962 3.993 -2.984 0.3712
H -0.743 3.805 -2.716 0.5870
H -0.844 2.408 -1.652 0.4157
H -0.366 2.191 -3.330 0.2245
H 0.635 4.899 -1.046 0.6342
H 2.175 4.247 -0.493 0.3898
H 0.643 3.481 0.000 0.2323
H 5.128 2.136 -1.621 0.3387
H 5.326 2.410 0.112 0.5015
H 4.213 3.417 -0.818 0.3066
H 4.712 -0.241 -1.143 0.3836
H 3.327 -0.757 -0.152 0.3935
H 4.760 -0.040 0.603 0.5755
H 2.554 2.780 1.031 0.3065
H 3.658 1.610 1.753 0.6079
H 2.053 1.090 1.225 0.0408
H 1.842 -1.511 -2.544 0.3325
H 3.595 -1.311 -2.478 0.3177
H 2.815 -1.652 -4.020 0.5627
H 0.423 0.143 -3.870 0.3147
H 1.530 -0.196 -5.205 0.6128
H 1.209 1.475 -4.752 0.3293
H 4.656 0.772 -3.390 0.3041
H 3.709 1.970 -4.284 0.2944
H 3.976 0.361 -4.964 0.5091
```

Properties
* frontier orbital gap (alpha / beta): 0.3004 / 0.1777 hartree
* HOMO (alpha / beta): -8.25 / -8.24 eV
* spin multiplicity: 5
* ΔE to the lowest compared entry with this formula, charge and spin: 45.9 kcal/mol
* maximum force: 3.50 eV Å⁻¹



Number 1: total energy -5801.80169 hartree. Number 2: total energy -1976.82535 hartree. Number 3: total energy -7352.74745 hartree.